# 1
{
  "formula": "C2H13NO4",
  "method": "wB97M-V/def2-TZVPD",
  "e_homo_ev": [-13.6, -13.6],
  "lumo_energy_ev": [-3.81, -9.31],
  "spin_multiplicity": 2,
  "gap_ev": [9.804, 4.298],
  "relative_energy_kcal_mol": 64.6,
  "total_charge": 1,
  "elements": ["C", "N", "C", "O", "H", "H", "H", "H", "H", "H", "H", "H", "H", "O", "H", "H", "O", "H", "H", "O"],
  "positions_angstrom": [[-1.185, -0.480, -2.071], [-0.331, 0.569, -2.237], [-0.055, 1.371, -1.082], [-0.964, 2.599, -0.976], [-1.844, -0.554, -1.110], [-0.746, -1.583, -2.196], [-2.017, -0.571, -2.865], [-0.573, 1.045, -3.122], [-0.373, 0.704, -0.290], [1.025, 1.777, -1.054], [-1.683, 2.306, -1.464], [2.968, -1.339, 1.780], [2.385, -1.396, 0.300], [2.697, -0.770, 1.006], [-1.458, 2.795, 1.834], [-0.264, 2.554, 0.910], [-0.517, 2.524, 1.866], [-0.212, -5.385, 3.429], [0.762, -4.228, 2.848], [0.257, -5.034, 2.551]]
}

***

# 2
{
  "formula": "C18H31Cl8N5",
  "method": "wB97M-V/def2-TZVPD",
  "e_homo_ev": [-12.4, -12.4],
  "lumo_energy_ev": [-2.87, -10.26],
  "spin_multiplicity": 2,
  "gap_ev": [9.575, 2.181],
  "total_charge": 1,
  "elements": ["C", "C", "N", "H", "H", "H", "C", "C", "N", "H", "H", "H", "C", "C", "N", "H", "H", "H", "C", "C", "N", "H", "H", "H", "C", "C", "N", "H", "H", "H", "Cl", "C", "C", "Cl", "H", "H", "H", "H", "Cl", "C", "C", "Cl", "H", "H", "H", "H", "Cl", "C", "C", "Cl", "H", "H", "H", "H", "Cl", "C", "C", "Cl", "H", "H", "H", "H"],
  "positions_angstrom": [[-4.710, -1.385, -0.630], [-5.114, -2.196, 0.538], [-5.436, -2.799, 1.464], [-4.987, -1.836, -1.583], [-3.623, -1.334, -0.566], [-5.216, -0.421, -0.578], [2.967, 3.155, 0.981], [2.562, 4.383, 1.648], [2.234, 5.392, 2.165], [4.022, 2.954, 1.169], [2.843, 3.338, -0.086], [2.369, 2.290, 1.269], [2.705, -2.305, -4.701], [1.311, -2.051, -4.420], [0.180, -1.852, -4.226], [3.068, -2.988, -3.933], [3.410, -1.474, -4.716], [2.696, -2.798, -5.674], [5.772, 0.644, 2.557], [4.546, 0.244, 1.890], [3.600, -0.098, 1.424], [5.946, 1.603, 2.068], [6.559, -0.075, 2.332], [5.659, 0.854, 3.621], [-0.869, -4.155, -1.834], [-0.985, -3.678, -0.496], [-1.164, -3.255, 0.609], [-1.849, -4.060, -2.301], [-0.800, -5.235, -1.707], [-0.232, -3.672, -2.575], [-3.802, 0.690, -6.727], [-3.099, 1.499, -5.389], [-2.796, 0.568, -4.174], [-1.810, 1.438, -3.027], [-3.704, 2.397, -5.268], [-2.138, 1.833, -5.781], [-2.098, -0.224, -4.445], [-3.681, 0.119, -3.722], [-1.674, 4.736, 3.460], [-1.196, 3.077, 3.689], [-0.013, 2.956, 4.581], [-0.505, 3.635, 6.166], [-0.932, 2.772, 2.677], [-2.066, 2.518, 4.034], [0.770, 3.555, 4.116], [0.283, 1.913, 4.695], [-0.337, 1.281, 0.302], [-0.076, -0.242, -0.407], [1.084, -0.100, -1.370], [1.920, -1.715, -1.447], [-1.018, -0.597, -0.825], [0.249, -0.930, 0.373], [1.875, 0.519, -0.947], [0.715, 0.364, -2.285], [-2.212, -1.336, 4.579], [-1.058, -0.678, 3.351], [0.250, -1.565, 3.419], [1.084, -1.389, 5.020], [-0.887, 0.392, 3.464], [-1.511, -0.687, 2.359], [0.887, -1.365, 2.557], [0.035, -2.622, 3.262]]
}

***

# 3
{
  "formula": "C4H7NO2",
  "method": "wB97M-V/def2-TZVPD",
  "e_homo_ev": -9.5,
  "lumo_energy_ev": 0.98,
  "spin_multiplicity": 1,
  "smiles": "C/C(=N\\O)[C@H]1CO1",
  "gap_ev": 10.499,
  "relative_energy_kcal_mol": 86.0,
  "total_charge": 0,
  "elements": ["C", "C", "N", "O", "C", "C", "O", "H", "H", "H", "H", "H", "H", "H"],
  "positions_angstrom": [[-1.024, -1.096, 0.123], [-0.407, 0.274, 0.049], [-1.070, 1.338, 0.302], [-2.363, 1.028, 0.713], [0.971, 0.469, -0.550], [2.275, -0.073, -0.101], [1.512, -0.730, -1.092], [-1.942, -1.113, -0.477], [-0.339, -1.857, -0.245], [-1.335, -1.330, 1.145], [-2.762, 1.894, 0.873], [1.025, 1.358, -1.178], [3.219, 0.290, -0.512], [2.389, -0.525, 0.879]]
}

***

# 4
{
  "formula": "C29H34N5S3SiTc",
  "method": "wB97M-V/def2-TZVPD",
  "e_homo_ev": [-16.0, -15.7],
  "lumo_energy_ev": [-8.36, -11.79],
  "spin_multiplicity": 4,
  "gap_ev": [7.596, 3.943],
  "total_charge": 3,
  "elements": ["Tc", "C", "C", "S", "C", "C", "S", "C", "C", "S", "H", "H", "H", "H", "H", "H", "H", "H", "H", "H", "H", "H", "C", "C", "N", "C", "C", "N", "C", "N", "N", "N", "C", "C", "C", "C", "C", "C", "H", "H", "H", "H", "H", "H", "H", "H", "H", "H", "H", "C", "C", "C", "C", "C", "C", "Si", "C", "C", "C", "C", "C", "C", "H", "H", "H", "H", "H", "H", "H", "H", "H", "H", "H"],
  "positions_angstrom": [[-0.207, -0.500, 1.289], [-1.799, -0.161, 4.846], [-2.829, 0.027, 3.751], [-2.412, -0.502, 2.055], [-2.897, -2.248, 1.908], [-1.854, -3.293, 2.264], [-0.134, -2.734, 1.980], [0.666, -2.970, 3.602], [0.359, -1.991, 4.722], [-1.376, -1.875, 5.248], [-2.214, 0.289, 5.751], [-0.886, 0.383, 4.615], [-3.076, 1.085, 3.639], [-3.761, -0.500, 3.964], [-3.192, -2.333, 0.862], [-3.797, -2.387, 2.508], [-1.992, -4.178, 1.643], [-1.924, -3.582, 3.307], [1.733, -2.946, 3.369], [0.416, -3.997, 3.873], [0.711, -0.992, 4.468], [0.940, -2.319, 5.587], [1.591, -2.071, -1.716], [0.231, -1.498, -1.887], [-0.453, -0.801, -0.991], [-1.626, -0.393, -1.608], [-1.629, -0.808, -2.892], [-0.445, -1.502, -3.068], [-0.010, -2.028, -4.342], [-0.866, -3.083, -4.867], [-1.811, -2.660, -5.891], [-2.418, -3.644, -6.310], [-1.960, -4.799, -5.649], [-2.299, -6.100, -5.828], [-1.603, -7.046, -5.014], [-0.618, -6.654, -4.073], [-0.278, -5.346, -3.899], [-0.959, -4.391, -4.718], [1.918, -1.942, -0.689], [2.313, -1.569, -2.364], [1.622, -3.140, -1.934], [-2.347, 0.231, -1.106], [-2.326, -0.646, -3.697], [1.022, -2.368, -4.296], [-0.087, -1.235, -5.087], [-3.037, -6.419, -6.552], [-1.838, -8.095, -5.139], [-0.123, -7.418, -3.489], [0.477, -5.044, -3.187], [5.034, -1.001, 1.552], [4.616, -0.825, 2.869], [3.387, -0.254, 3.133], [2.551, 0.178, 2.084], [2.994, -0.012, 0.765], [4.223, -0.603, 0.502], [1.008, 1.082, 2.533], [0.237, 2.300, 1.386], [0.400, 2.327, -0.013], [-0.136, 3.356, -0.773], [-0.830, 4.382, -0.153], [-1.013, 4.375, 1.229], [-0.503, 3.343, 1.986], [6.005, -1.434, 1.350], [5.264, -1.118, 3.684], [3.084, -0.108, 4.164], [2.405, 0.347, -0.069], [4.567, -0.717, -0.518], [0.936, 1.450, 3.955], [0.967, 1.557, -0.519], [0.009, 3.373, -1.845], [-1.227, 5.198, -0.742], [-1.547, 5.185, 1.706], [-0.652, 3.353, 3.060]]
}

***

# 5
{
  "formula": "C3H9Cl3O4P2",
  "method": "wB97M-V/def2-TZVPD",
  "e_homo_ev": -9.3,
  "lumo_energy_ev": 0.50,
  "spin_multiplicity": 1,
  "gap_ev": 9.755,
  "total_charge": 0,
  "elements": ["C", "P", "C", "O", "P", "O", "O", "O", "H", "H", "H", "H", "H", "H", "H", "H", "C", "Cl", "Cl", "Cl", "H"],
  "positions_angstrom": [[2.134, -1.026, 0.407], [2.180, 0.744, -0.014], [3.421, 0.720, -1.361], [0.775, 0.937, -0.976], [-0.641, 0.521, -0.424], [-0.854, 0.651, 1.019], [-1.590, 1.407, -1.336], [-0.854, -0.985, -0.920], [3.160, -1.246, 0.716], [1.881, -1.726, -0.392], [1.477, -1.168, 1.263], [3.953, -0.232, -1.352], [2.998, 0.853, -2.355], [4.127, 1.519, -1.145], [-2.511, 1.266, -1.031], [-0.135, -1.274, -1.494], [-3.799, -0.156, 1.913], [-4.345, 0.536, 0.374], [-4.882, 0.326, 3.216], [-3.685, -1.908, 1.792], [-2.809, 0.240, 2.099]]
}

***

# 6
{
  "formula": "C40H104F6N6O17P",
  "method": "wB97M-V/def2-TZVPD",
  "e_homo_ev": [-7.7, -7.7],
  "lumo_energy_ev": [-0.78, -6.17],
  "spin_multiplicity": 2,
  "gap_ev": [6.879, 1.478],
  "total_charge": 0,
  "elements": ["P", "F", "F", "F", "F", "F", "F", "C", "O", "C", "C", "N", "C", "C", "O", "C", "H", "H", "H", "H", "H", "H", "H", "H", "H", "H", "H", "H", "H", "H", "H", "C", "O", "C", "C", "N", "C", "C", "O", "C", "H", "H", "H", "H", "H", "H", "H", "H", "H", "H", "H", "H", "H", "H", "H", "C", "O", "C", "C", "N", "C", "C", "O", "C", "H", "H", "H", "H", "H", "H", "H", "H", "H", "H", "H", "H", "H", "H", "H", "C", "O", "C", "C", "N", "C", "C", "O", "C", "H", "H", "H", "H", "H", "H", "H", "H", "H", "H", "H", "H", "H", "H", "H", "C", "O", "C", "C", "N", "C", "C", "O", "C", "H", "H", "H", "H", "H", "H", "H", "H", "H", "H", "H", "H", "H", "H", "H", "C", "O", "C", "C", "N", "C", "C", "O", "C", "H", "H", "H", "H", "H", "H", "H", "H", "H", "H", "H", "H", "H", "H", "H", "C", "C", "O", "O", "H", "H", "H", "H", "H", "H", "C", "C", "O", "O", "H", "H", "H", "H", "H", "H", "O", "H", "H"],
  "positions_angstrom": [[0.641, 19.970, 12.728], [-0.268, 18.612, 12.412], [1.957, 19.126, 12.079], [0.276, 20.538, 11.256], [1.590, 21.319, 12.891], [-0.684, 20.656, 13.344], [1.065, 19.450, 14.244], [-1.939, 20.149, 16.093], [-3.175, 19.878, 16.779], [-3.299, 18.487, 17.175], [-3.734, 17.534, 16.053], [-4.100, 16.218, 16.578], [-2.967, 15.541, 17.119], [-3.262, 14.042, 16.965], [-3.619, 13.749, 15.586], [-3.656, 12.356, 15.254], [-1.251, 20.134, 16.939], [-1.965, 21.171, 15.715], [-1.680, 19.451, 15.297], [-4.041, 18.408, 17.970], [-2.322, 18.225, 17.581], [-2.830, 17.466, 15.449], [-4.574, 17.909, 15.468], [-4.417, 15.545, 15.894], [-2.882, 15.782, 18.179], [-2.022, 15.865, 16.685], [-4.024, 13.631, 17.627], [-2.388, 13.424, 17.167], [-2.744, 11.786, 15.431], [-3.835, 12.144, 14.200], [-4.570, 11.980, 15.712], [-0.666, 26.653, 13.642], [-0.619, 25.200, 13.770], [-0.426, 24.334, 12.654], [-1.707, 23.984, 11.971], [-2.285, 25.138, 11.311], [-3.394, 24.596, 10.450], [-4.822, 24.925, 10.942], [-4.677, 26.183, 11.635], [-5.955, 26.767, 12.000], [0.178, 27.002, 13.047], [-0.461, 27.115, 14.608], [-1.648, 26.951, 13.274], [-0.042, 23.399, 13.060], [0.377, 24.737, 12.037], [-2.391, 23.669, 12.759], [-1.501, 23.142, 11.310], [-2.717, 25.667, 12.055], [-3.338, 23.556, 10.128], [-3.324, 25.060, 9.466], [-5.072, 24.133, 11.647], [-5.549, 24.984, 10.132], [-6.507, 26.869, 11.065], [-5.843, 27.724, 12.510], [-6.341, 26.107, 12.776], [4.025, 14.725, 12.003], [3.896, 15.729, 10.966], [2.588, 16.174, 10.674], [2.575, 17.330, 9.636], [3.489, 18.395, 10.014], [3.526, 19.374, 8.924], [4.406, 20.568, 9.232], [4.487, 21.527, 8.220], [5.317, 22.670, 8.393], [3.544, 13.804, 11.674], [3.633, 14.994, 12.983], [5.064, 14.440, 12.168], [2.078, 16.464, 11.593], [2.014, 15.382, 10.193], [1.579, 17.772, 9.614], [2.835, 16.932, 8.655], [3.130, 18.749, 10.888], [2.568, 19.771, 8.587], [3.849, 18.883, 8.006], [5.373, 20.314, 9.666], [3.912, 21.056, 10.072], [6.329, 22.287, 8.525], [5.072, 23.251, 9.283], [5.313, 23.373, 7.560], [6.752, 22.656, 12.482], [6.367, 21.641, 13.367], [5.125, 21.068, 12.968], [4.499, 20.401, 14.230], [5.427, 19.296, 14.436], [5.118, 18.600, 15.676], [6.223, 17.551, 16.065], [7.523, 18.170, 16.007], [8.506, 17.485, 16.718], [6.059, 23.489, 12.601], [6.683, 22.466, 11.411], [7.807, 22.903, 12.604], [5.266, 20.430, 12.095], [4.397, 21.828, 12.684], [3.475, 20.066, 14.063], [4.465, 21.115, 15.054], [5.302, 18.642, 13.677], [4.124, 18.190, 15.851], [5.136, 19.363, 16.455], [5.987, 16.754, 15.360], [6.008, 17.155, 17.058], [8.235, 17.075, 17.690], [9.313, 18.167, 16.986], [8.795, 16.668, 16.056], [-0.255, 13.772, 13.876], [0.736, 14.518, 14.627], [0.756, 15.902, 14.474], [1.882, 16.493, 15.288], [1.721, 16.588, 16.716], [0.905, 17.698, 17.050], [0.506, 17.727, 18.555], [-0.392, 16.610, 18.789], [-1.035, 16.823, 20.082], [-1.274, 13.870, 14.248], [-0.049, 12.702, 13.864], [-0.368, 14.179, 12.871], [-0.248, 16.195, 14.782], [0.803, 16.157, 13.415], [2.346, 17.399, 14.898], [2.637, 15.709, 15.337], [1.168, 15.814, 17.055], [-0.022, 17.614, 16.483], [1.203, 18.711, 16.781], [-0.066, 18.635, 18.746], [1.362, 17.682, 19.229], [-1.786, 17.612, 20.104], [-0.312, 16.816, 20.898], [-1.544, 15.866, 20.195], [-0.502, 27.966, 19.639], [0.055, 27.382, 18.520], [1.348, 27.965, 18.223], [1.883, 27.301, 16.926], [2.497, 25.987, 17.281], [2.948, 25.358, 16.034], [3.251, 23.841, 16.271], [2.244, 23.059, 16.915], [0.972, 23.037, 16.169], [-1.475, 27.560, 19.916], [-0.584, 29.052, 19.616], [0.197, 27.772, 20.453], [1.996, 27.822, 19.087], [1.455, 29.042, 18.092], [2.709, 27.851, 16.476], [1.158, 27.164, 16.124], [1.896, 25.365, 17.803], [3.871, 25.791, 15.649], [2.224, 25.377, 15.220], [4.212, 23.875, 16.784], [3.513, 23.486, 15.274], [1.105, 23.071, 15.088], [0.377, 23.872, 16.541], [0.484, 22.085, 16.375], [-3.842, 20.272, 13.065], [-5.355, 19.998, 13.035], [-6.091, 21.188, 13.018], [-3.416, 21.000, 11.889], [-3.212, 19.383, 13.107], [-3.571, 20.907, 13.908], [-5.706, 19.497, 13.937], [-5.851, 19.408, 12.264], [-6.062, 21.532, 12.122], [-2.465, 21.078, 11.996], [-3.961, 17.813, 10.403], [-2.767, 18.131, 9.469], [-2.201, 16.967, 8.834], [-3.666, 17.157, 11.618], [-4.587, 17.049, 9.942], [-4.535, 18.735, 10.498], [-2.020, 18.696, 10.026], [-3.111, 18.751, 8.641], [-1.502, 16.706, 9.439], [-4.480, 17.086, 12.121], [-0.842, 16.586, 10.956], [-0.367, 17.278, 11.417], [-1.748, 16.680, 11.250]]
}

***

# 7
{
  "formula": "C34H37Cl5N3PPtS",
  "method": "wB97M-V/def2-TZVPD",
  "e_homo_ev": -7.1,
  "lumo_energy_ev": -0.82,
  "spin_multiplicity": 1,
  "gap_ev": 6.235,
  "relative_energy_kcal_mol": 3.7,
  "total_charge": 0,
  "elements": ["Pt", "C", "C", "C", "P", "C", "C", "C", "C", "C", "C", "C", "C", "C", "C", "N", "C", "C", "C", "C", "C", "C", "C", "C", "C", "H", "H", "H", "H", "H", "H", "H", "H", "H", "H", "H", "H", "H", "H", "H", "H", "H", "H", "H", "H", "H", "H", "H", "H", "H", "H", "H", "H", "H", "H", "H", "Cl", "C", "C", "C", "Cl", "C", "Cl", "C", "Cl", "C", "Cl", "N", "C", "S", "C", "C", "C", "N", "C", "C", "H", "H", "H", "H", "H", "H"],
  "positions_angstrom": [[0.016, -0.889, 0.117], [3.379, -0.479, 0.983], [3.341, -1.254, -0.335], [4.605, -0.980, -1.150], [1.776, -0.864, -1.230], [1.837, -1.824, -2.788], [2.029, -3.323, -2.557], [0.566, -1.550, -3.594], [1.907, 0.872, -1.687], [2.780, 1.383, -2.649], [2.804, 2.724, -2.977], [3.750, 3.269, -4.012], [1.907, 3.561, -2.301], [1.032, 3.086, -1.352], [1.005, 1.715, -1.010], [0.124, 1.199, -0.077], [-1.078, 1.942, 0.086], [-1.254, 2.791, 1.185], [-0.129, 3.100, 2.141], [-2.473, 3.443, 1.358], [-3.519, 3.292, 0.460], [-4.847, 3.958, 0.692], [-3.296, 2.512, -0.669], [-2.090, 1.858, -0.883], [-1.847, 1.144, -2.184], [4.345, -0.629, 1.470], [2.594, -0.806, 1.662], [3.253, 0.592, 0.803], [3.289, -2.325, -0.116], [4.761, 0.091, -1.286], [4.589, -1.454, -2.132], [5.467, -1.375, -0.610], [2.697, -1.438, -3.343], [1.161, -3.754, -2.056], [2.913, -3.548, -1.960], [2.140, -3.826, -3.519], [-0.312, -1.919, -3.060], [0.616, -2.064, -4.555], [0.428, -0.484, -3.781], [3.445, 0.707, -3.178], [4.227, 2.463, -4.569], [4.540, 3.868, -3.553], [3.230, 3.909, -4.727], [1.892, 4.619, -2.541], [0.340, 3.767, -0.872], [-0.241, 2.576, 3.094], [-0.121, 4.166, 2.369], [0.835, 2.827, 1.715], [-2.596, 4.104, 2.211], [-4.728, 4.896, 1.236], [-5.508, 3.317, 1.280], [-5.351, 4.171, -0.251], [-4.077, 2.424, -1.417], [-2.787, 0.928, -2.693], [-1.302, 0.211, -2.038], [-1.240, 1.771, -2.844], [-2.552, -2.192, -1.267], [-1.447, -3.368, -0.602], [-0.315, -2.918, 0.083], [0.422, -3.908, 0.721], [1.733, -3.433, 1.761], [0.141, -5.269, 0.606], [1.127, -6.448, 1.383], [-0.954, -5.679, -0.151], [-1.309, -7.353, -0.334], [-1.771, -4.717, -0.739], [-3.164, -5.210, -1.625], [-2.755, 0.492, 6.487], [-2.922, -0.678, 5.843], [-3.672, -1.973, 6.503], [-2.329, -0.719, 4.470], [-2.859, -1.560, 3.502], [-2.303, -1.574, 2.239], [-1.264, -0.809, 1.896], [-0.736, -0.008, 2.836], [-1.234, 0.065, 4.119], [-3.163, 0.588, 7.401], [-2.468, 1.324, 5.999], [-3.700, -2.196, 3.736], [-2.708, -2.215, 1.467], [0.115, 0.580, 2.525], [-0.736, 0.704, 4.836]]
}

***

Electronic energy, respectively: -439.28457; -4659.31335; -361.74378; -2963.07834; -2484.10080; -4134.22608; -4642.00420 hartree.